No. 1
{
  "formula": "C22H25N5O6",
  "method": "ωB97M-V with the def2-TZVPD basis set",
  "elements": ["C", "C", "C", "C", "C", "N", "N", "C", "C", "O", "O", "C", "C", "O", "C", "C", "N", "N", "C", "C", "O", "N", "C", "C", "O", "C", "C", "C", "C", "C", "C", "C", "O", "H", "H", "H", "H", "H", "H", "H", "H", "H", "H", "H", "H", "H", "H", "H", "H", "H", "H", "H", "H", "H", "H", "H", "H", "H"],
  "xyz": [[2.239641, -0.171178, 3.577543], [1.305700, -1.233027, 3.009212], [-0.099154, -0.686201, 2.767045], [-1.065598, -1.783987, 2.328813], [-2.500176, -1.278464, 2.187280], [-2.627494, -0.363657, 1.066620], [-2.336892, -0.891880, -0.107018], [-2.423962, -0.199540, -1.195578], [-1.971420, -0.883411, -2.440133], [-2.381790, -0.673831, -3.549996], [-1.011319, -1.769714, -2.141977], [-0.194449, -2.208647, -3.213225], [1.255230, -2.201621, -2.761298], [1.961981, -3.169310, -3.036400], [1.707282, -1.090554, -1.948159], [2.874114, -1.236581, -1.178998], [3.660247, -2.298994, -1.330723], [3.218626, -0.287192, -0.265649], [4.415776, -0.435624, 0.540354], [2.457005, 0.864541, -0.053457], [2.758122, 1.663034, 0.803627], [1.389091, 1.037328, -0.880201], [0.644792, 2.273973, -0.702233], [0.990698, 0.163825, -1.904410], [0.125776, 0.523469, -2.677783], [-2.823641, 1.184654, -1.195743], [-2.914733, 1.981600, -2.342766], [-3.274216, 3.305753, -2.231057], [-3.549247, 3.869332, -0.985421], [-3.460721, 3.101782, 0.153289], [-3.097334, 1.756623, 0.061637], [-3.001465, 0.954616, 1.282274], [-3.219503, 1.367457, 2.406706], [1.848773, 0.205125, 4.519830], [3.228361, -0.586645, 3.762292], [2.337249, 0.667072, 2.892550], [1.245704, -2.071528, 3.707838], [1.706508, -1.619328, 2.067418], [-0.055232, 0.096521, 2.005822], [-0.468865, -0.227609, 3.686599], [-0.750669, -2.200062, 1.369163], [-1.059396, -2.586699, 3.068584], [-3.173847, -2.122053, 2.014901], [-2.814645, -0.730108, 3.077381], [-0.335026, -1.539499, -4.072626], [-0.464257, -3.229191, -3.504390], [4.412592, -2.503546, -0.698829], [3.313998, -2.984940, -2.013912], [4.491067, 0.454801, 1.162860], [4.342766, -1.310169, 1.188920], [5.299080, -0.505682, -0.095849], [0.079359, 2.239104, 0.229911], [1.336765, 3.113564, -0.659753], [-0.034246, 2.378822, -1.545247], [-2.696836, 1.543201, -3.302480], [-3.343497, 3.916931, -3.118713], [-3.830888, 4.909383, -0.916555], [-3.665786, 3.507963, 1.132107]],
  "forces_ev_per_angstrom": [[-0.061, -0.189, -0.105], [-0.091, 0.313, 0.081], [0.086, -0.442, -0.038], [-0.136, 0.379, 0.034], [0.181, -0.437, 0.363], [-0.268, 0.488, 0.195], [0.212, -0.307, -0.950], [-0.006, -0.009, 0.551], [-0.065, -0.260, -0.187], [-0.069, -0.004, 0.165], [0.027, -0.305, 0.112], [-0.102, -0.096, -0.617], [-0.262, 0.202, 0.164], [-0.114, -0.164, -0.160], [0.176, -0.020, 0.016], [-0.392, 0.047, -0.298], [0.099, -0.114, 0.123], [0.177, -0.124, 0.011], [0.201, 0.112, 0.218], [-0.043, -0.147, -0.054], [0.023, 0.222, 0.093], [-0.195, 0.178, -0.035], [-0.170, 0.345, 0.003], [0.512, -0.153, 0.108], [-0.037, 0.039, -0.166], [-0.188, 0.302, 0.425], [0.025, 0.021, -0.088], [0.028, -0.082, -0.021], [-0.002, -0.006, 0.118], [0.014, -0.049, 0.075], [0.014, 0.013, -0.506], [-0.024, -0.047, 0.076], [-0.026, 0.177, 0.025], [-0.003, 0.058, 0.138], [0.145, 0.031, 0.056], [0.043, 0.095, -0.010], [0.003, -0.089, -0.061], [0.021, -0.112, -0.046], [-0.022, 0.140, -0.017], [-0.023, 0.102, 0.025], [0.023, -0.113, 0.032], [-0.006, -0.068, -0.009], [-0.027, 0.125, 0.013], [0.000, -0.134, -0.151], [0.093, -0.182, 0.136], [0.100, 0.164, 0.087], [-0.035, 0.060, 0.004], [0.126, 0.116, 0.089], [0.037, -0.181, -0.075], [0.011, -0.015, -0.002], [-0.007, -0.034, 0.003], [0.015, 0.036, -0.009], [-0.060, -0.030, 0.013], [0.071, -0.004, 0.117], [0.005, 0.003, -0.067], [0.003, 0.029, -0.085], [-0.024, 0.080, 0.019], [-0.013, 0.039, 0.070]],
  "mulliken_charge": [-1.27, -0.26, 0.08, -0.65, -1.09, 0.69, -1.02, 0.47, 0.35, -0.66, -0.28, -0.71, 0.96, -0.80, -0.37, 0.24, -0.29, 0.11, -1.49, 0.57, -0.67, 0.12, -1.30, 0.88, -0.73, 1.03, -0.59, -0.62, -0.53, -0.77, 0.10, 0.67, -0.72, 0.48, 0.35, 0.16, 0.51, 0.09, -0.25, 0.34, 0.17, 0.43, 0.36, 0.40, 0.35, 0.46, 0.17, 0.29, 0.38, 0.45, 0.46, 0.26, 0.39, 0.48, 0.50, 0.44, 0.43, 0.49],
  "smiles": "CCCCCn1nc(C(=O)OCC(=O)c2c(N)n(C)c(=O)n(C)c2=O)c2ccccc2c1=O",
  "de_lowest_kcal_mol": 2.9,
  "charge": 0
}

---

No. 2
{
  "formula": "C2H5N3O2",
  "method": "ωB97M-V with the def2-TZVPD basis set",
  "elements": ["N", "O", "C", "N", "N", "C", "O", "H", "H", "H", "H", "H"],
  "xyz": [[-1.890464, -1.161741, -0.015541], [-1.285344, -0.134874, -0.871078], [-0.709741, 0.866568, -0.096104], [0.685413, 0.810123, 0.515165], [1.893536, 0.278072, -0.028559], [3.021008, -0.172169, 0.049520], [4.110986, -0.494347, -0.093473], [-1.819170, -2.006802, -0.556545], [-2.905554, -1.054503, -0.264024], [-0.549104, 1.589374, -0.863927], [-1.237594, 1.039633, 0.761268], [0.686031, 0.440664, 1.463301]],
  "forces_ev_per_angstrom": [[-1.654, 0.751, -0.855], [-0.079, -1.400, 0.739], [3.806, -1.307, -2.659], [1.184, -1.179, 1.537], [0.240, -0.569, -0.878], [-5.614, 2.534, -0.114], [2.946, -1.212, 0.034], [1.280, -0.665, -0.285], [0.717, 0.637, 0.850], [-0.577, 1.245, -0.075], [-1.710, 1.071, 1.932], [-0.539, 0.093, -0.226]],
  "mulliken_charge": [-0.59, -0.21, -0.30, -0.24, -0.17, 0.46, -0.43, 0.26, 0.28, 0.27, 0.43, 0.24],
  "smiles": "NOCNN=C=O",
  "de_lowest_kcal_mol": 135.6,
  "charge": 0
}

---

No. 3
{
  "formula": "C19H39BaBeF6N6O15S6",
  "method": "ωB97M-V with the def2-TZVPD basis set",
  "elements": ["Be", "Ba", "C", "C", "C", "O", "H", "H", "H", "H", "H", "H", "H", "C", "C", "N", "C", "C", "N", "C", "C", "H", "H", "H", "H", "H", "H", "H", "H", "H", "H", "H", "C", "C", "C", "N", "C", "C", "C", "C", "C", "H", "H", "H", "H", "H", "H", "H", "H", "H", "H", "H", "H", "H", "H", "H", "H", "H", "H", "N", "S", "O", "O", "F", "S", "O", "O", "F", "N", "S", "O", "O", "F", "S", "O", "O", "F", "N", "S", "O", "O", "F", "S", "O", "O", "F", "C", "C", "O", "O", "H", "H", "H"],
  "xyz": [[-0.650948, 1.566123, 0.801572], [-0.383216, 5.426871, -0.105565], [-1.999429, 4.580408, 4.278093], [-0.802065, 4.211084, 3.354866], [0.384494, 3.494293, 3.985512], [-1.187421, 3.737318, 2.079371], [-2.586935, 3.665566, 4.355644], [-2.731345, 5.286724, 3.886279], [-1.685096, 4.887213, 5.275674], [-0.293947, 5.145455, 3.116372], [1.294573, 3.327739, 3.409203], [0.105394, 2.538914, 4.429873], [0.770929, 4.010391, 4.864381], [-2.301847, -0.421914, 5.718202], [-3.059081, -1.722943, 5.834343], [-2.645053, -2.758653, 4.901555], [-3.396768, -3.945285, 4.702927], [-2.724234, -4.792400, 3.757417], [-1.538066, -4.118154, 3.487239], [-1.543125, -2.862554, 4.107491], [-0.493934, -4.582930, 2.643434], [-2.178670, -0.076777, 4.691647], [-1.278490, -0.538444, 6.074926], [-2.739082, 0.419087, 6.256387], [-4.068702, -1.452401, 5.525229], [-2.904542, -2.247741, 6.777101], [-4.309196, -4.128582, 5.250897], [-3.012887, -5.747712, 3.344545], [-0.720611, -2.210007, 3.854410], [0.240802, -3.788812, 2.510658], [-0.980397, -4.858076, 1.707619], [-0.191773, -5.462917, 3.211238], [2.896284, 2.161542, -4.094469], [3.039560, 0.677051, -4.401526], [1.612366, -0.001532, -4.335919], [1.504961, -1.479495, -4.885278], [0.017384, -2.048841, -4.905328], [2.063721, -1.803475, -6.254675], [2.370219, -3.313726, -6.268290], [2.996679, -3.525380, -4.840749], [2.397813, -2.389133, -3.959762], [2.748515, 2.304934, -3.024093], [2.029910, 2.713735, -4.458578], [3.788588, 2.695611, -4.421050], [3.668785, 0.199698, -3.650321], [3.495250, 0.488199, -5.373521], [0.809526, 0.406971, -4.949657], [1.293620, -0.057306, -3.295051], [-0.336965, -1.829716, -3.898096], [-0.007929, -3.110527, -5.150845], [-0.471562, -1.576539, -5.757357], [1.420633, -1.480911, -7.073514], [3.016608, -1.303406, -6.428003], [1.458842, -3.876687, -6.469719], [3.073380, -3.573209, -7.059698], [2.997595, -4.517451, -4.389194], [4.016296, -3.179649, -5.010869], [1.778262, -2.761719, -3.144018], [3.129861, -1.890938, -3.324140], [1.272261, 0.283910, 1.253197], [1.719298, -0.304940, 2.843446], [2.690880, 0.420127, 3.660516], [1.473915, -1.721790, 3.183075], [0.349979, 0.183740, 3.446212], [2.204186, -0.692582, 0.511305], [1.783379, -2.048520, 0.486011], [3.613923, -0.299172, 0.537375], [1.869113, -0.139151, -0.973393], [-2.258956, -0.128591, 0.365441], [-3.767806, -0.550079, 1.061841], [-3.848951, -1.776687, 1.855875], [-4.913527, -0.213141, 0.284275], [-3.742556, 0.639771, 2.203327], [-2.052337, -1.537629, -0.166438], [-2.955473, -2.186289, -1.160064], [-1.205315, -2.401105, 0.670903], [-0.869870, -1.045204, -1.161884], [-1.511657, 3.004974, -1.049588], [-3.183381, 2.757873, -1.127570], [-3.636800, 1.531494, -1.657894], [-4.039113, 3.909528, -1.251719], [-3.359847, 2.482696, 0.446273], [-1.363985, 2.676055, -2.577387], [-2.309382, 3.261140, -3.592937], [-0.821274, 1.394949, -2.852338], [-0.098062, 3.597035, -2.794013], [3.697718, 3.233339, 0.173421], [2.358705, 3.798609, -0.185221], [1.328064, 3.265940, 0.356600], [2.305614, 4.828711, -0.861154], [3.618487, 2.165278, 0.376107], [4.086701, 3.668516, 1.093968], [4.368532, 3.432210, -0.662388]],
  "forces_ev_per_angstrom": [[0.333, 0.985, 0.582], [0.836, -1.647, 0.886], [0.246, -1.512, -0.353], [0.868, 1.263, -0.936], [-0.215, -1.004, 1.545], [0.026, -1.444, -1.507], [-0.060, -0.231, 0.371], [0.519, 0.303, -0.355], [0.094, 0.029, -0.082], [0.031, 1.133, -0.037], [-0.473, 0.109, -0.784], [-0.192, -0.383, -0.274], [-0.271, 0.557, 0.081], [1.490, 0.128, -0.144], [-0.136, 0.613, -0.458], [1.001, -2.625, -2.820], [1.660, -0.865, -1.662], [-0.358, 3.387, 2.865], [-2.677, 3.409, 1.854], [-0.853, -2.948, -0.578], [-0.190, -0.718, -0.227], [-0.374, -0.191, -0.223], [0.084, 0.054, 0.207], [-0.272, -0.403, 0.179], [-0.360, -0.619, 0.718], [-0.734, 0.738, 0.427], [0.072, 0.160, -0.151], [0.205, 0.143, 0.082], [-0.183, 0.457, 0.535], [0.138, -0.408, -0.055], [0.550, -0.008, -0.179], [1.040, -0.107, -0.703], [0.016, 0.466, 0.638], [-1.854, -0.914, -0.468], [0.023, -1.081, -1.070], [1.242, -1.887, 0.807], [1.781, 1.038, 0.287], [0.783, 0.001, -0.496], [-0.495, 0.028, 0.938], [0.060, 1.811, -0.919], [-1.245, -1.166, 0.463], [0.470, -0.079, 0.223], [-0.082, -0.509, -0.792], [-0.027, 0.031, 0.206], [0.036, 0.102, -0.014], [-0.036, 0.214, -0.054], [0.355, 1.035, 0.256], [-0.215, -0.068, -0.139], [-0.569, -0.017, -0.361], [0.514, 0.053, 0.494], [-0.220, 0.513, 0.539], [-0.339, 0.033, 0.344], [-0.059, 0.305, 0.447], [0.069, -0.156, 0.209], [-0.009, 0.156, 0.085], [-0.237, 0.184, -0.205], [0.340, -0.591, 0.249], [-0.680, -0.222, -0.382], [0.226, 0.806, -0.980], [-0.706, 0.308, 3.809], [-2.091, -0.077, 5.121], [-1.154, -1.121, -2.880], [1.678, 1.869, -1.858], [-1.050, 1.378, 0.060], [3.638, -0.203, -6.197], [0.486, 0.078, 0.079], [-1.944, -1.248, 1.202], [-0.566, -0.188, 0.141], [-3.125, 1.749, 2.654], [-3.510, 2.725, 3.720], [1.265, 1.747, -1.438], [1.292, -0.257, -0.075], [0.432, -1.387, -0.955], [6.362, -7.139, -5.671], [1.098, 2.130, 3.381], [-2.413, 1.054, -0.387], [-0.010, 0.276, -0.379], [-2.817, -0.613, 0.886], [-5.263, 0.942, 4.850], [1.097, -0.377, -1.160], [2.053, -0.159, -0.607], [0.955, 0.257, -0.360], [2.096, 0.698, -7.556], [2.021, -1.434, 3.890], [-0.394, -0.557, 0.407], [0.675, 0.880, 0.191], [0.161, -0.697, -0.382], [0.195, -0.626, 1.491], [-1.386, -0.046, -0.293], [-0.967, 1.326, -0.768], [0.057, 0.004, -0.169], [-0.090, 0.318, -0.114], [0.224, -0.053, 0.253]],
  "mulliken_charge": [1.72, 1.84, -1.36, 0.68, -0.97, -0.52, 0.26, 0.31, 0.38, -0.06, 0.14, 0.06, 0.49, -1.17, -0.33, 0.27, -0.59, -0.31, 0.30, -0.05, -0.76, 0.14, 0.40, 0.44, 0.35, 0.35, 0.46, 0.48, 0.11, 0.11, 0.34, 0.44, -1.16, -0.23, -0.19, 0.50, -0.90, -0.67, -0.80, -0.60, -0.38, 0.08, 0.32, 0.41, 0.31, 0.38, 0.40, -0.11, 0.25, 0.34, 0.38, 0.41, 0.34, 0.28, 0.45, 0.34, 0.32, 0.35, 0.22, 0.19, 0.83, -0.62, -0.57, -0.22, 0.70, -0.49, -0.67, -0.21, 0.31, 0.83, -0.46, -0.56, -0.27, 0.51, -0.66, -0.36, -0.28, 0.13, 0.90, -0.44, -0.62, -0.20, 0.64, -0.58, -0.37, -0.29, -0.83, 0.48, -0.67, -0.79, -0.01, 0.34, 0.34],
  "charge": 1
}

---

No. 4
{
  "formula": "C3H10N",
  "method": "ωB97M-V with the def2-TZVPD basis set",
  "elements": ["C", "C", "N", "C", "H", "H", "H", "H", "H", "H", "H", "H", "H", "H"],
  "xyz": [[-0.244053, 0.995993, -1.871598], [0.394450, -0.165455, -0.633300], [0.106226, 0.185109, 0.727815], [-0.053805, -0.977032, 1.654316], [0.213564, 0.789477, -2.817462], [-1.339597, 0.834785, -1.711811], [0.098055, 1.865795, -1.446944], [1.457105, -0.358277, -0.806623], [-0.227007, -1.022397, -0.856252], [-0.738527, 0.788487, 0.649511], [0.677200, 0.940417, 1.189350], [-1.049002, -1.445344, 1.714825], [0.690737, -1.890619, 1.580821], [0.014655, -0.540937, 2.627351]],
  "forces_ev_per_angstrom": [[-0.140, -3.943, 3.813], [-0.227, 0.976, -4.700], [-0.977, 2.097, 1.184], [0.357, -1.971, 1.300], [-0.167, -0.305, -0.394], [0.944, 0.413, -0.885], [0.478, 2.554, 0.406], [-0.331, -0.023, 0.212], [0.335, -0.444, 0.114], [-0.315, -1.092, 0.432], [0.475, -1.324, -0.798], [0.129, 0.533, -1.055], [-1.061, 2.481, -0.450], [0.500, 0.048, 0.822]],
  "mulliken_charge": [-1.00, -0.68, -0.22, -0.84, 0.36, 0.35, 0.37, 0.40, 0.38, 0.39, 0.43, 0.35, 0.32, 0.39],
  "smiles": "CC[NH2+]C",
  "de_lowest_kcal_mol": 45.3,
  "charge": 1
}

---

Number 1: gap between HOMO and LUMO 8.8 eV. Number 2: gap between HOMO and LUMO 9.5 eV. Number 3: gap between HOMO and LUMO 7.0 eV. Number 4: gap between HOMO and LUMO 12.4 eV.